1.
{"formula": "C10H11N3O2", "method": "wB97M-V/def2-TZVPD", "elements": ["C", "C", "N", "O", "O", "N", "N", "C", "C", "C", "C", "C", "C", "C", "C", "H", "H", "H", "H", "H", "H", "H", "H", "H", "H", "H"], "xyz": [[1.11846, -0.41471, -1.64643], [1.90817, -0.06758, -0.33853], [2.95568, -1.04836, 0.01361], [4.06963, -0.73499, 0.12364], [2.50303, -2.17657, 0.06709], [2.43257, 1.27696, -0.56037], [2.05013, 2.12766, 0.21383], [1.11904, 1.73017, 1.20217], [0.75853, 0.24042, 0.90731], [-0.70263, 0.03941, 0.50138], [-1.38297, -1.09303, 0.94544], [-2.73061, -1.33206, 0.54513], [-3.35733, -0.40552, -0.23980], [-2.60480, 0.69053, -0.68885], [-1.32648, 0.89659, -0.32876], [1.45608, -1.53001, -1.85777], [1.32739, 0.29648, -2.39202], [0.08463, -0.56339, -1.33512], [0.13819, 2.25211, 1.27321], [1.74030, 1.94651, 2.09466], [0.98159, -0.44895, 1.69266], [-0.90066, -1.82336, 1.66859], [-3.35610, -2.22345, 0.78006], [-4.45160, -0.75597, -0.40053], [-3.03747, 1.44484, -1.41111], [-0.79277, 1.67629, -0.82949]], "forces_ev_per_angstrom": [[1.436, -4.526, 2.166], [-4.216, 2.325, 0.299], [-3.538, -1.054, -1.042], [3.346, 1.168, 0.661], [0.159, -0.707, 0.518], [1.716, -0.751, -0.287], [-0.238, 2.168, -1.370], [-0.836, -1.880, 1.525], [1.290, -0.196, -1.144], [1.911, -1.910, 2.089], [-0.570, -1.393, 0.993], [1.020, -0.503, 0.692], [-1.579, -0.753, -0.207], [-3.333, 1.086, -1.906], [0.068, 0.937, -0.880], [-0.575, 2.410, -0.383], [0.070, 0.618, -1.063], [0.249, 0.391, -0.855], [1.187, 0.476, -0.335], [-0.870, -0.483, 0.203], [0.214, -0.273, 0.675], [-0.456, 1.018, -1.134], [1.134, 0.607, 0.333], [1.862, 1.690, -0.518], [0.241, -1.058, 0.928], [0.307, 0.593, 0.043]], "smiles": "C[C@@]1([N+](=O)[O-])N=NC[C@H]1c1ccccc1", "de_lowest_ev": 6.0787}

2.
{"formula": "C5H13NO", "method": "wB97M-V/def2-TZVPD", "elements": ["C", "C", "C", "N", "C", "C", "H", "H", "H", "H", "H", "H", "H", "H", "H", "H", "H", "O", "H", "H"], "xyz": [[-0.80447, -2.25166, 1.86672], [0.41654, -1.52451, 1.36039], [0.35841, -0.68373, 0.31902], [1.41489, -0.16165, -0.39674], [1.20974, 0.52260, -1.65256], [0.78445, 2.00636, -1.48605], [-1.24606, -1.73430, 2.71492], [-1.52914, -2.33922, 1.06145], [-0.52886, -3.27096, 2.12975], [1.33951, -1.49442, 1.93774], [-0.60414, -0.57494, -0.18171], [2.32240, -0.17309, 0.03354], [0.46523, -0.03251, -2.21670], [2.16780, 0.52049, -2.17454], [1.39535, 2.68243, -2.09204], [0.86358, 2.30228, -0.44743], [-0.21344, 2.16761, -1.88592], [-2.54223, 1.33559, 0.19040], [-3.11944, 2.02442, 0.52981], [-2.19926, 1.56648, -0.67727]], "forces_ev_per_angstrom": [[0.665, 0.229, -0.245], [-0.057, 1.111, 0.164], [-0.243, -1.317, -0.698], [-0.152, 0.220, 0.295], [0.516, 0.795, 0.760], [0.074, -0.137, -0.791], [-0.196, -0.206, 0.194], [-0.215, 0.154, 0.023], [-0.083, -0.059, 0.296], [-0.018, -0.583, 0.018], [0.115, 0.088, -0.045], [0.041, 0.055, -0.154], [0.052, -0.052, -0.242], [-0.157, -0.299, -0.190], [0.197, -0.133, 0.153], [-0.189, 0.091, 0.126], [-0.349, 0.034, 0.341], [0.126, -0.555, 0.265], [0.125, 0.166, -0.405], [-0.252, 0.400, 0.136]], "smiles": "C/C=C/NCC.O", "de_lowest_ev": 1.7022}

3.
{"formula": "C14H16Br2F3N3O5", "method": "wB97M-V/def2-TZVPD", "elements": ["C", "C", "O", "C", "O", "C", "C", "N", "O", "C", "N", "C", "C", "N", "C", "C", "C", "F", "Br", "C", "F", "F", "Br", "H", "H", "H", "H", "H", "H", "H", "H", "H", "H", "H", "H", "O", "C", "C", "O", "H", "H", "H", "H"], "xyz": [[2.57734, 1.78739, 1.05771], [3.18210, 0.67889, 0.13699], [4.34342, 0.06040, 0.69849], [2.10141, -0.29881, -0.35757], [1.89639, -1.42609, 0.56750], [0.61006, -1.88301, 0.66592], [-0.06337, -2.11632, -0.68061], [-0.59226, -2.00723, -1.64117], [0.70458, -3.18543, 1.30230], [1.35677, -4.01533, 0.56436], [1.92178, -4.65657, -0.15940], [-0.18971, -0.94370, 1.60252], [0.65085, -0.81507, 2.85644], [1.24211, -0.87812, 3.79125], [-1.58897, -1.47809, 2.05941], [-2.75550, -1.12528, 1.10962], [-3.26868, 0.32897, 1.18926], [-4.59278, 0.28757, 1.58778], [-2.35461, 1.48736, 2.47454], [-3.27875, 1.01822, -0.20269], [-4.01265, 2.15092, -0.05555], [-2.05976, 1.40458, -0.52179], [-4.19482, -0.02594, -1.58547], [3.14196, 2.71993, 0.90828], [2.53719, 1.48401, 2.11749], [1.56212, 2.01117, 0.68424], [3.51934, 1.22441, -0.75855], [4.15964, -0.83440, 1.00419], [1.19047, 0.29974, -0.53212], [2.39982, -0.67294, -1.35158], [-0.25892, 0.08036, 1.20303], [-1.54136, -2.58157, 2.10673], [-1.75834, -1.17086, 3.10018], [-2.50355, -1.42616, 0.08210], [-3.60226, -1.77426, 1.38865], [1.53611, 1.64964, -2.42010], [0.59362, 1.54104, -3.41238], [-0.67338, 2.44704, -3.13210], [-1.61080, 2.30693, -4.10802], [0.17856, 0.51384, -3.58183], [0.92738, 1.82063, -4.44115], [-0.26704, 3.48210, -2.97370], [-0.98720, 2.16866, -2.10131]], "forces_ev_per_angstrom": [[-0.027, -0.426, -0.420], [-0.694, 0.728, 0.148], [0.142, -0.119, 0.064], [0.440, 0.755, -1.139], [-0.042, -0.037, -0.208], [0.372, 0.572, -0.729], [3.479, 0.632, 6.730], [-3.322, 0.117, -5.912], [-0.394, 0.113, 0.577], [-1.766, 2.482, 2.235], [2.127, -2.829, -2.490], [-0.095, -0.186, 1.669], [-3.458, -0.300, -5.783], [2.954, -0.055, 4.905], [0.165, -0.550, -0.421], [0.457, -0.297, 0.884], [-0.658, -0.902, -0.768], [0.295, 0.005, 0.120], [-0.149, -0.104, -0.243], [-0.547, 1.207, 0.529], [-0.079, -0.045, -0.118], [-0.062, -0.836, -0.150], [0.620, 0.216, 0.366], [-0.040, -0.340, 0.408], [0.115, 0.150, -0.313], [0.365, -0.049, 0.127], [-0.382, -0.445, 0.044], [-0.350, 0.174, -0.017], [0.234, -0.281, -0.146], [-0.267, -0.160, 0.475], [0.060, -0.517, -0.410], [0.138, 0.410, -0.088], [-0.149, 0.136, -0.468], [-0.005, 0.475, 0.262], [0.170, 0.417, -0.077], [0.612, -0.603, 0.355], [-0.455, 0.732, 0.681], [0.486, -0.800, -1.008], [-0.586, 0.395, 0.326], [-0.006, -0.087, 0.288], [0.223, 0.205, 0.102], [0.046, 0.125, -0.246], [0.032, -0.079, -0.142]], "total_energy_ev": -177715.6152, "charge": -2}

4.
{"formula": "H28O14", "method": "wB97M-V/def2-TZVPD", "elements": ["O", "H", "H", "O", "H", "H", "O", "H", "H", "O", "H", "H", "O", "H", "H", "O", "H", "H", "O", "H", "H", "O", "H", "H", "O", "H", "H", "O", "H", "H", "O", "H", "H", "O", "H", "H", "O", "H", "H", "O", "H", "H"], "xyz": [[1.13921, -3.83571, -1.15673], [1.70636, -3.06467, -1.14808], [0.53259, -3.69559, -0.42968], [-3.06768, 0.61719, -0.98103], [-3.59926, -0.07606, -0.58981], [-3.69907, 1.17932, -1.43003], [0.03602, -0.09549, -0.48082], [-0.09356, -0.87316, 0.06201], [-0.31831, 0.62383, 0.04192], [-0.73574, -1.39146, 3.49830], [-0.86668, -1.77857, 2.63272], [-0.83868, -2.12333, 4.10657], [2.05194, -1.20748, -1.80416], [1.67984, -0.71720, -1.07108], [2.20143, -0.54865, -2.48226], [1.69390, 3.02544, 1.44940], [1.41929, 2.14800, 1.71571], [2.42342, 3.23584, 2.03229], [-1.48831, -2.03112, -2.36369], [-1.26002, -1.82951, -1.45624], [-0.80076, -1.61365, -2.88255], [-1.45429, 3.96179, -0.55347], [-1.33779, 3.24797, 0.07352], [-0.61169, 4.41590, -0.55941], [2.24697, 2.27436, -1.63668], [1.75438, 3.07341, -1.44932], [1.59751, 1.57342, -1.58089], [-1.39890, 2.13260, 1.28708], [-0.83146, 1.67021, 1.90388], [-2.10769, 1.51579, 1.10432], [-0.50816, 0.14566, -3.43668], [-0.83266, 0.22809, -2.53994], [-0.26257, 1.03663, -3.68587], [2.45417, -1.10429, 1.16152], [3.29543, -0.80874, 1.50962], [2.50687, -2.05973, 1.18546], [0.64707, 0.62399, 2.43790], [1.36288, 0.09683, 2.08301], [0.17560, 0.02785, 3.01976], [-1.30065, -2.42567, 0.75312], [-2.22002, -2.26368, 0.54157], [-1.29075, -3.31029, 1.11860]], "forces_ev_per_angstrom": [[0.027, -0.642, 0.386], [0.236, 0.568, -0.513], [-0.254, 0.033, -0.042], [0.342, 0.020, 0.425], [-0.211, -0.224, -0.114], [-0.111, 0.278, -0.194], [-0.076, 0.175, -0.309], [-0.035, -0.295, 0.257], [-0.184, 0.560, 0.311], [-0.109, -0.077, 0.311], [-0.160, -0.055, -0.645], [0.034, -0.028, 0.379], [0.589, -0.479, -0.143], [-0.145, 0.335, 0.239], [0.009, -0.002, -0.323], [0.070, 0.447, -0.309], [-0.248, -0.192, 0.227], [0.155, 0.127, 0.083], [-0.708, -0.609, 0.316], [0.245, -0.002, -0.040], [0.279, -0.026, -0.297], [-0.153, 0.597, -0.954], [0.110, -0.254, 0.486], [0.121, 0.179, 0.046], [0.303, -0.109, -0.340], [-0.087, 0.199, 0.216], [-0.258, -0.204, 0.129], [-0.292, -0.379, 0.103], [0.654, -0.039, 0.354], [-0.495, -0.071, -0.286], [0.283, 0.333, -0.447], [-0.268, 0.067, 0.493], [0.114, 0.209, -0.208], [-0.203, 0.154, 0.197], [0.410, 0.127, -0.063], [0.014, -0.349, -0.054], [-0.098, 0.744, 0.011], [0.312, -0.561, -0.434], [-0.178, -0.360, 0.603], [0.341, 0.210, 0.409], [-0.369, 0.071, -0.200], [-0.006, -0.474, -0.064]], "de_lowest_ev": 1.5764}